<a>
Entry from the Open Molecules 2025 dataset: a single C6H12O2 molecule (ωB97M-V/def2-TZVPD).

multiplicity: 1
SMILES: C1CCOCCOC1
charge: 0
HOMO: -9.75 eV
orbital gap: 0.3974 Eh

Last column: Löwdin charge in e.
Element x y z (Å)
C: 1.29 -1.54 0.17  -0.155
C: 2.10 -0.10 -0.14  -0.061
C: 1.17 1.30 0.14  -0.227
O: -0.07 1.71 -0.39  -0.156
C: -1.18 0.99 0.38  -0.180
C: -2.02 -0.23 -0.20  -0.241
O: -1.39 -1.41 0.04  -0.064
C: -0.04 -0.98 -0.12  -0.297
H: 1.57 -1.91 1.10  0.069
H: 1.66 -2.48 -0.34  0.116
H: 2.32 -0.44 -1.24  0.132
H: 2.92 0.16 0.41  0.047
H: 1.24 1.62 1.25  0.145
H: 1.87 2.01 -0.18  0.082
H: -0.94 0.90 1.41  0.105
H: -1.94 1.91 0.28  0.155
H: -2.17 0.13 -1.26  0.136
H: -3.06 -0.14 0.37  0.164
H: 0.30 -0.48 -1.16  0.181
H: 0.00 -0.35 0.69  0.049



<b>
Entry from the Open Molecules 2025 dataset: a single C6H12O2 molecule (ωB97M-V/def2-TZVPD).

multiplicity: 1
SMILES: C=CC(C)(C)OCO
charge: 0
HOMO: -9.96 eV
orbital gap: 0.4009 Eh

Last column: Löwdin charge in e.
Element x y z (Å)
C: -1.43 -1.61 -1.01  0.033
C: -0.78 -1.20 0.06  -0.129
C: 0.40 -0.26 0.10  -0.571
C: 0.65 0.47 -1.22  -0.030
C: 1.64 -1.07 0.50  -0.017
O: 0.23 0.70 1.18  -0.100
C: -0.92 1.53 1.12  -0.289
O: -0.58 2.69 0.43  -0.044
H: -2.30 -2.24 -0.92  0.056
H: -1.18 -1.30 -2.00  0.057
H: -1.11 -1.50 1.05  0.120
H: 1.48 1.16 -1.10  0.090
H: 0.91 -0.25 -2.00  0.085
H: -0.23 1.03 -1.52  0.085
H: 1.47 -1.55 1.46  0.086
H: 2.50 -0.41 0.58  0.086
H: 1.83 -1.84 -0.24  0.090
H: -1.76 1.07 0.59  0.130
H: -1.16 1.74 2.18  0.132
H: 0.36 2.84 0.77  0.130



<c>
Entry from the Open Molecules 2025 dataset: a 2-piece molecular cluster, C6H12O2 overall (ωB97M-V/def2-TZVPD).

multiplicity: 1
SMILES: C=C(C)OO.C=CC
charge: 0
HOMO: -9.34 eV
orbital gap: 0.3730 Eh

Last column: Löwdin charge in e.
Element x y z (Å)
C: 0.98 -1.65 0.29  0.069
C: -0.33 -1.59 0.00  -0.319
C: -1.10 -2.87 -0.16  -0.056
O: -0.91 -0.45 -0.74  -0.158
O: -2.33 -0.27 -0.48  -0.014
H: 1.56 -0.74 0.41  0.043
H: 1.46 -2.56 0.62  0.074
H: -0.44 -3.74 -0.30  0.082
H: -1.72 -2.86 -1.07  0.086
H: -1.72 -3.07 0.71  0.084
H: -2.35 0.68 -0.65  0.103
C: 0.30 2.81 1.26  -0.014
C: 0.44 1.77 0.43  -0.258
C: 1.23 1.82 -0.83  -0.115
H: 0.77 3.76 1.06  0.051
H: -0.23 2.72 2.20  0.047
H: 0.06 0.75 0.76  0.087
H: 1.87 2.71 -0.90  0.074
H: 1.89 0.95 -0.91  0.061
H: 0.57 1.84 -1.70  0.076



<d>
Entry from the Open Molecules 2025 dataset: a 3-piece molecular cluster, C6H12O2 overall (ωB97M-V/def2-TZVPD).

multiplicity: 1
SMILES: C=C/C=C/C=C.O.O
charge: 0
HOMO: -8.46 eV
orbital gap: 0.3126 Eh

Last column: Löwdin charge in e.
Element x y z (Å)
C: -2.15 1.16 1.26  -0.002
C: -1.80 -0.07 0.98  -0.200
C: -0.80 -0.71 0.07  -0.039
C: -1.18 -1.82 -0.74  -0.074
C: -0.35 -2.27 -1.87  -0.191
C: 0.87 -1.86 -2.26  0.003
H: -3.12 1.28 1.68  0.040
H: -1.65 2.15 1.11  0.084
H: -2.24 -0.91 1.41  0.077
H: 0.13 -0.25 -0.05  0.068
H: -2.06 -2.30 -0.72  0.050
H: -1.03 -2.63 -2.73  0.123
H: 1.32 -1.07 -1.82  0.008
H: 1.12 -2.16 -3.28  0.060
O: 2.33 2.46 0.00  -0.033
H: 2.22 2.36 -0.87  -0.044
H: 3.32 2.62 -0.04  0.095
O: 1.94 1.63 2.81  -0.152
H: 2.10 0.99 1.96  0.094
H: 1.02 1.40 3.08  0.032



Which of them is the most stable? Correct choice: <b>.